(1)
{"formula": "C3H9NS2", "method": "ωB97M-V/def2-TZVPD", "elements": ["C", "S", "S", "H", "H", "H", "H", "C", "C", "N", "H", "H", "H", "H", "H"], "coordinates": [[1.293, 1.345, 0.633], [2.942, 0.655, 0.370], [2.852, -0.949, 1.653], [1.277, 2.520, 0.559], [0.882, 1.080, 1.588], [0.679, 0.934, -0.156], [2.498, -1.936, 0.699], [-1.095, -0.480, -1.544], [-2.255, -0.178, 0.472], [-1.933, 0.339, -0.670], [-0.360, 0.133, -2.113], [-1.604, -1.089, -2.181], [-0.316, -1.076, -0.983], [-3.272, -0.224, 0.809], [-1.587, -1.075, 0.866]], "mulliken_charge": [-0.366, -0.061, -0.229, 0.296, 0.317, -0.093, 0.157, -0.768, -0.246, -0.353, 0.261, 0.337, 0.255, 0.303, 0.191], "e_homo_ha": -0.3329, "smiles": "C=NC.CSS", "max_force_ev_per_a": 6.2, "homo_lumo_gap_ev": 9.6, "spin_multiplicity": 1, "lumo_ev": 0.530}

=====

(2)
{"formula": "C3H9NS2", "method": "ωB97M-V/def2-TZVPD", "elements": ["C", "S", "S", "H", "H", "H", "H", "C", "C", "N", "H", "H", "H", "H", "H"], "coordinates": [[1.684, 0.181, 1.760], [0.241, 0.392, 2.843], [-0.338, 2.324, 2.396], [2.284, 1.087, 1.844], [1.249, -0.062, 0.807], [2.367, -0.531, 2.238], [-0.828, 2.071, 1.187], [-0.954, -1.600, -2.404], [-0.502, -0.485, -1.850], [-0.655, -0.085, -0.500], [-1.511, -2.324, -1.820], [-0.825, -1.806, -3.452], [0.006, 0.268, -2.452], [-1.584, -0.347, -0.197], [-0.632, 0.916, -0.399]], "mulliken_charge": [-0.640, -0.056, -0.164, 0.296, 0.202, 0.298, 0.091, -0.741, 0.042, -0.467, 0.237, 0.244, 0.238, 0.217, 0.204], "e_homo_ha": -0.3247, "smiles": "C=CN.CSS", "max_force_ev_per_a": 1.6, "homo_lumo_gap_ev": 9.3, "spin_multiplicity": 1, "lumo_ev": 0.492}

=====

(3)
{"formula": "C3H9NS2", "method": "ωB97M-V/def2-TZVPD", "elements": ["C", "C", "C", "N", "S", "S", "H", "H", "H", "H", "H", "H", "H", "H", "H"], "coordinates": [[1.461, 0.905, -0.568], [-1.555, -1.280, -0.242], [1.861, -0.044, 0.511], [-1.114, -0.095, 0.503], [-1.642, 1.468, 0.107], [0.006, -0.323, 1.715], [0.595, 0.466, -1.005], [1.098, 1.845, -0.109], [2.251, 1.209, -1.343], [-2.638, -1.440, -0.275], [-1.201, -0.953, -1.310], [-0.867, -2.096, 0.013], [2.318, 0.300, 1.393], [2.255, -1.061, 0.109], [-2.828, 1.100, 0.501]], "mulliken_charge": [-0.702, -0.687, -0.544, -0.174, -0.091, -0.053, 0.126, 0.227, 0.306, 0.293, 0.259, 0.279, 0.416, 0.241, 0.106], "e_homo_ha": -0.2991, "smiles": "CCSN(C)S", "max_force_ev_per_a": 4.2, "homo_lumo_gap_ev": 8.8, "spin_multiplicity": 1, "lumo_ev": 0.704}

=====

(4)
{"formula": "C3H9NS2", "method": "ωB97M-V/def2-TZVPD", "elements": ["C", "C", "C", "N", "S", "S", "H", "H", "H", "H", "H", "H", "H", "H", "H"], "coordinates": [[0.857, -0.962, -1.193], [2.335, 0.567, -0.209], [-2.532, 0.529, 1.080], [1.202, -0.378, -0.095], [-2.604, -0.874, -0.116], [0.891, -0.809, 1.509], [1.559, -0.948, -2.033], [-2.026, -0.129, -1.049], [-0.027, -1.493, -1.134], [2.728, 0.483, -1.126], [1.946, 1.664, -0.146], [3.114, 0.140, 0.546], [-2.159, 0.061, 1.928], [-3.457, 0.793, 1.275], [-1.828, 1.356, 0.762]], "mulliken_charge": [-0.405, -0.865, -0.763, 0.064, -0.193, -0.282, 0.181, 0.093, 0.409, 0.367, 0.234, 0.302, 0.228, 0.400, 0.228], "e_homo_ha": -0.2936, "smiles": "C=[N+](C)[S-].CS", "max_force_ev_per_a": 4.9, "homo_lumo_gap_ev": 7.9, "spin_multiplicity": 1, "lumo_ev": -0.135}

=====

(5)
{"formula": "C3H9NS2", "method": "ωB97M-V/def2-TZVPD", "elements": ["S", "S", "C", "C", "N", "C", "H", "H", "H", "H", "H", "H", "H", "H", "H"], "coordinates": [[2.275, 0.973, 1.149], [1.025, -0.480, 0.161], [-0.484, 0.106, 0.957], [-1.690, 0.157, 0.021], [-1.608, -0.401, -1.366], [-2.667, -0.886, -2.244], [2.985, 1.325, 0.054], [-0.696, -0.589, 1.771], [-0.343, 1.074, 1.412], [-2.262, 1.084, 0.008], [-2.447, -0.493, 0.531], [-0.793, -1.035, -1.297], [-2.211, -1.046, -3.236], [-3.428, -0.094, -2.205], [-3.104, -1.892, -2.024]], "mulliken_charge": [-0.160, -0.093, -0.694, -0.343, -0.008, -0.679, 0.205, 0.345, 0.470, 0.421, 0.345, 0.225, 0.317, 0.313, 0.336], "e_homo_ha": [-0.4657, -0.4620], "max_force_ev_per_a": 3.8, "homo_lumo_gap_ev": [8.8, 4.8], "spin_multiplicity": 2, "lumo_ev": [-3.893, -7.820], "total_charge": 1}

=====

(6)
{"formula": "C3H9NS3", "method": "ωB97M-V/def2-TZVPD", "elements": ["C", "C", "C", "N", "S", "S", "S", "H", "H", "H", "H", "H", "H", "H", "H", "H"], "coordinates": [[-2.356, 1.072, 0.837], [2.239, 1.477, 0.469], [0.367, -2.587, -0.929], [-1.772, 1.166, -0.439], [1.758, 0.881, -1.163], [-0.965, -1.643, -0.125], [-0.847, 0.237, -1.104], [-3.363, 0.882, 0.811], [-2.254, 1.987, 1.383], [-1.861, 0.266, 1.402], [1.817, 2.418, 0.654], [3.382, 1.514, 0.514], [1.800, 0.717, 1.261], [0.023, -3.570, -1.356], [1.210, -2.642, -0.360], [0.821, -2.176, -1.855]], "mulliken_charge": [-0.707, -0.649, -0.865, -0.184, -0.296, -0.085, 0.248, 0.318, 0.261, 0.246, 0.262, 0.268, 0.170, 0.325, 0.374, 0.313], "e_homo_ha": [-0.2902, -0.2857], "max_force_ev_per_a": 3.7, "homo_lumo_gap_ev": [7.2, 7.0], "spin_multiplicity": 1, "lumo_ev": [-0.709, -0.790]}

=====

(7)
{"formula": "C3H9NSi", "method": "ωB97M-V/def2-TZVPD", "elements": ["C", "C", "C", "N", "Si", "H", "H", "H", "H", "H", "H", "H", "H", "H"], "coordinates": [[-1.721, 0.654, 0.169], [-1.618, -0.750, -0.334], [-0.394, -0.145, 0.328], [0.708, 0.118, -0.513], [2.335, 0.050, 0.193], [-1.964, 1.471, -0.612], [-2.285, 0.926, 0.984], [-2.300, -1.500, -0.067], [-1.453, -0.818, -1.423], [-0.106, -0.444, 1.265], [0.454, -0.054, -1.489], [3.291, -1.102, 0.417], [1.962, 0.527, 1.584], [3.090, 1.067, -0.503]], "mulliken_charge": [-0.501, -0.636, -0.269, -0.239, 0.277, 0.195, 0.270, 0.288, 0.190, 0.510, 0.246, -0.113, -0.111, -0.106], "e_homo_ha": -0.3156, "smiles": "[SiH3]NC1CC1", "max_force_ev_per_a": 3.6, "homo_lumo_gap_ev": 9.7, "spin_multiplicity": 1, "lumo_ev": 1.136}

=====

(8)
{"formula": "C3H9O2S", "method": "ωB97M-V/def2-TZVPD", "elements": ["C", "O", "C", "C", "S", "H", "H", "H", "H", "H", "H", "H", "H", "H", "O"], "coordinates": [[-1.511, -0.576, 1.458], [-0.947, 0.493, 1.996], [-0.532, -1.148, 0.301], [-0.194, -0.205, -0.849], [1.295, -0.668, -1.890], [-2.487, -0.441, 0.804], [-1.643, -1.435, 2.116], [0.294, -1.345, 0.902], [-0.873, -2.078, 0.016], [-0.145, 0.837, -0.438], [-1.112, -0.159, -1.514], [2.006, 0.485, -1.720], [0.521, 3.014, 1.408], [-0.112, 1.506, 1.247], [0.476, 2.243, 0.750]], "mulliken_charge": [-0.442, -0.837, -0.970, -0.297, -0.334, 0.165, 0.276, 0.354, 0.573, 0.223, 0.264, 0.119, 0.255, 0.455, -0.805], "e_homo_ha": -0.1222, "max_force_ev_per_a": 3.9, "homo_lumo_gap_ev": 6.7, "spin_multiplicity": 1, "lumo_ev": 3.375, "total_charge": -1}

=====

So what do the calculations give for ΔE to the lowest compared entry with this formula, charge and spin? Going down the list: 2.522; 1.087; 2.904; 3.239; 1.507; 2.384; 1.506; 1.054 eV.